A structure of composition C10H14N3O4SbSe4Tc. Source: the Open Molecules 2025 dataset; level of theory: wB97M-V/def2-TZVPD.

Geometry as XYZ:
```
37
Properties=species:S:1:pos:R:3:lowdin_charge:R:1
Tc 0.303 0.783 -0.336 0.4256
Se 3.121 5.939 -1.938 0.3014
Sb 3.495 5.123 0.136 0.3816
Se 1.938 0.319 -1.621 0.4560
Se 0.418 2.866 0.335 0.2914
Se 4.132 4.441 2.200 0.2866
C -5.492 -2.381 4.675 -0.0526
C -5.876 -2.972 3.329 -0.1447
N -4.816 -2.848 2.290 -0.0184
C -4.253 -4.092 1.746 -0.1773
C -3.281 -4.761 2.704 -0.0428
C -4.412 -1.638 1.962 -0.4166
O -4.828 -0.557 2.355 0.1142
C -3.374 -1.442 0.826 -0.1226
C -3.984 -1.577 -0.539 0.0873
C -3.526 -1.059 -1.682 0.0474
C -2.237 -0.397 -1.846 0.0062
N -1.640 0.374 -1.015 -0.0866
C -2.598 -0.145 1.095 -0.0958
H -6.220 -2.704 5.416 0.0957
H -5.486 -1.294 4.659 0.0737
H -4.513 -2.743 4.995 0.0826
H -6.783 -2.515 2.932 0.1399
H -6.058 -4.040 3.430 0.1270
H -3.781 -3.894 0.779 0.1077
H -5.094 -4.752 1.536 0.1403
H -2.411 -4.132 2.899 0.0733
H -2.938 -5.707 2.287 0.0958
H -3.765 -4.975 3.656 0.0884
H -4.891 -2.169 -0.570 0.1571
H -4.054 -1.276 -2.603 0.1483
H -1.666 -0.586 -2.752 0.1632
H -2.888 0.355 2.021 0.1990
O -2.017 -2.221 0.943 0.1660
N -1.376 -1.080 1.155 -0.0645
O -2.365 0.800 0.139 -0.0089
O -0.293 -0.889 0.676 -0.0250
```

## Properties
calculated total energy	-10780.0700	hartree
HOMO (spin up / spin down)	-17.34 / -17.34	eV
total charge	+3
LUMO (spin up / spin down)	-12.721 / -12.723	eV
max |F|	0.9	eV/Å

---

A structure of composition C36H28Br2N2OOsP2Se. Source: the Open Molecules 2025 dataset; level of theory: wB97M-V/def2-TZVPD.

Geometry as XYZ:
```
73
Properties=species:S:1:pos:R:3:lowdin_spin:R:1
Os -2.041 -0.010 -0.394 2.2197
C -4.544 -1.894 -2.026 0.0024
C -4.565 -0.430 -2.324 0.0138
C -5.510 0.067 -3.244 -0.0027
C -5.591 1.400 -3.525 0.0057
C -4.710 2.297 -2.886 -0.0011
C -4.685 3.706 -3.069 0.0266
Br -5.909 4.524 -4.239 0.0075
C -3.776 4.481 -2.405 -0.0059
C -2.840 3.899 -1.531 0.0291
Br -1.586 4.972 -0.645 0.0079
C -2.836 2.544 -1.330 0.0044
O -1.964 1.913 -0.528 0.1724
C -3.777 1.740 -2.002 0.0090
N -3.703 0.391 -1.730 0.0209
H -3.891 -2.414 -2.731 0.0005
H -5.544 -2.307 -2.144 0.0000
H -4.203 -2.099 -1.016 0.0007
H -6.184 -0.637 -3.711 0.0000
H -6.325 1.775 -4.226 0.0005
H -3.763 5.553 -2.549 -0.0008
C 0.867 -1.176 1.386 0.0710
P -0.149 0.321 0.990 0.0251
C -0.781 0.858 2.587 0.0071
C -0.914 2.217 2.870 0.0018
C -1.508 2.612 4.059 0.0004
C -1.974 1.661 4.956 0.0018
C -1.861 0.307 4.666 -0.0005
C -1.272 -0.098 3.480 0.0049
C 1.092 1.496 0.435 0.0244
C 2.059 1.932 1.347 0.0053
C 3.101 2.734 0.913 -0.0008
C 3.184 3.100 -0.426 0.0018
C 2.226 2.667 -1.332 0.0004
C 1.179 1.864 -0.905 0.0157
P 2.322 -1.370 0.324 0.4550
C 2.150 -2.606 -0.914 0.0678
C 0.992 -2.609 -1.706 0.0503
C 0.849 -3.555 -2.699 -0.0035
C 1.860 -4.486 -2.921 0.0659
C 3.017 -4.475 -2.150 -0.0024
C 3.174 -3.535 -1.149 0.0517
C 3.849 -1.390 1.213 0.0581
C 5.016 -1.132 0.482 0.0361
C 6.238 -1.121 1.129 -0.0038
C 6.300 -1.354 2.498 0.0399
C 5.142 -1.601 3.227 0.0013
C 3.913 -1.616 2.592 0.0335
H 0.265 -2.086 1.412 0.0047
H 1.265 -0.993 2.389 0.0041
H -0.563 2.960 2.164 0.0003
H -1.607 3.665 4.285 0.0000
H -2.435 1.975 5.883 0.0001
H -2.234 -0.431 5.363 -0.0001
H -1.203 -1.158 3.258 0.0003
H 1.991 1.664 2.395 0.0000
H 3.842 3.082 1.620 -0.0001
H 3.995 3.733 -0.762 0.0001
H 2.288 2.963 -2.371 -0.0001
H 0.425 1.541 -1.611 0.0028
H 0.214 -1.874 -1.535 0.0070
H -0.046 -3.573 -3.307 -0.0013
H 1.746 -5.225 -3.703 0.0033
H 3.793 -5.206 -2.327 -0.0008
H 4.066 -3.534 -0.536 0.0017
H 4.964 -0.932 -0.582 0.0016
H 7.142 -0.923 0.569 -0.0009
H 7.257 -1.341 3.002 0.0020
H 5.200 -1.790 4.290 -0.0002
H 3.021 -1.829 3.167 0.0010
Se -1.706 -4.789 0.282 0.3142
C -1.857 -3.097 0.051 0.0763
N -1.950 -1.915 -0.092 0.0650
```

## Properties
calculated total energy	-9895.7039	hartree
HOMO (spin up / spin down)	-12.86 / -13.02	eV
multiplicity	5
energy relative to the best compared isomer or geometry (same formula, charge and spin)	0.0	kcal per mole
total charge	+2
expectation value of S²	6.058
LUMO (spin up / spin down)	-5.415 / -7.857	eV
max |F|	0.4	eV/Å

---

A cluster of 2 separate species, C4H14N2O in total. Source: the Open Molecules 2025 dataset; level of theory: wB97M-V/def2-TZVPD.

Geometry as XYZ:
```
21
Properties=species:S:1:pos:R:3:lowdin_charge:R:1
C 0.269 0.799 -1.005 -0.1915
C 0.198 -0.139 0.231 -0.2260
C -0.987 0.241 1.094 -0.3325
N -1.467 -0.620 2.155 -0.0051
C 0.223 0.018 -2.335 -0.2969
N -0.226 0.728 -3.520 -0.0152
H 1.284 1.200 -0.955 0.1022
H -0.489 1.551 -0.849 0.0965
H 1.182 -0.058 0.721 0.0902
H 0.218 -1.242 0.168 0.1175
H -1.803 0.428 0.379 0.0978
H -1.007 1.297 1.455 0.1207
H -1.750 -0.232 3.047 0.0698
H -0.824 -1.399 2.289 0.0526
H 1.208 -0.401 -2.527 0.1106
H -0.476 -0.808 -2.158 0.1070
H -1.162 1.106 -3.426 0.0657
H 0.447 1.429 -3.795 0.0605
H 2.250 -1.484 2.473 0.0080
H 1.075 -0.934 3.243 -0.0079
O 1.839 -1.478 3.315 -0.0240
```

## Properties
SMILES	NCCCCN.O
calculated total energy	-345.5062	hartree
HOMO	-9.08	eV
energy relative to the best compared isomer or geometry (same formula, charge and spin)	43.9	kcal per mole
LUMO	0.879	eV
max |F|	2.9	eV/Å

---

A structure of composition C8H24BrMnNO7. Source: the Open Molecules 2025 dataset; level of theory: wB97M-V/def2-TZVPD.

Geometry as XYZ:
```
42
Properties=species:S:1:pos:R:3:lowdin_spin:R:1
Mn -0.023 0.141 -0.002 4.7113
Br 1.086 2.453 -0.315 0.0586
N -1.063 -3.036 0.575 0.0068
O -1.254 -3.308 1.766 0.0046
O -1.104 -3.871 -0.328 0.0054
O -0.905 -1.801 0.248 0.0351
C 2.418 -0.327 -3.579 0.0011
C 2.277 -0.807 -2.156 0.0047
O 0.895 -0.769 -1.723 0.0377
H 2.155 -1.108 -4.294 0.0000
H 3.452 -0.047 -3.792 0.0003
H 1.806 0.560 -3.727 0.0001
H 2.827 -0.168 -1.467 0.0002
H 2.647 -1.829 -2.031 0.0005
H 0.424 -1.535 -2.081 0.0018
C -2.487 2.730 -2.001 0.0007
C -1.805 1.420 -2.323 0.0036
O -1.819 0.499 -1.205 0.0367
H -2.608 3.318 -2.918 0.0002
H -1.911 3.346 -1.310 0.0001
H -3.494 2.587 -1.596 0.0001
H -0.764 1.601 -2.571 0.0005
H -2.302 0.945 -3.173 0.0006
H -2.737 0.299 -0.997 0.0023
C -3.063 -0.576 2.474 0.0005
C -1.698 -0.008 2.783 0.0039
O -1.219 0.843 1.704 0.0360
H -3.383 -1.236 3.279 0.0001
H -3.022 -1.140 1.545 -0.0001
H -3.792 0.237 2.399 0.0000
H -0.961 -0.797 2.903 0.0001
H -1.739 0.592 3.698 0.0007
H -1.785 1.618 1.625 0.0020
C 3.582 0.349 2.074 0.0006
C 2.200 -0.155 2.415 0.0040
O 1.557 -0.756 1.266 0.0361
H 3.546 0.965 1.174 0.0002
H 4.281 -0.475 1.889 0.0000
H 3.993 0.970 2.870 0.0002
H 1.562 0.692 2.674 0.0004
H 2.195 -0.869 3.239 0.0006
H 2.034 -1.546 0.989 0.0018
```

## Properties
calculated total energy	-4625.6332	hartree
HOMO (spin up / spin down)	-8.69 / -8.99	eV
multiplicity	6
energy relative to the best compared isomer or geometry (same formula, charge and spin)	0.0	kcal per mole
expectation value of S²	8.752
LUMO (spin up / spin down)	0.429 / 0.415	eV
max |F|	0.8	eV/Å

---

An isolated molecule of C5H5NO. Source: the Open Molecules 2025 dataset; level of theory: wB97M-V/def2-TZVPD.

Geometry as XYZ:
```
12
Properties=species:S:1:pos:R:3:lowdin_charge:R:1
C 1.105 0.965 0.177 -0.0371
C 0.095 -0.142 0.334 -0.5687
O -0.386 -0.114 1.613 0.0293
C -0.953 -0.110 -0.696 -0.0905
C -1.815 0.022 -1.528 0.1591
C 0.344 -2.193 0.186 0.0105
N 1.270 -1.456 0.035 0.0479
H 1.564 0.900 -0.809 0.0942
H 0.588 1.918 0.298 0.0997
H 1.863 0.844 0.950 0.0938
H -1.101 -0.761 1.715 0.1197
H -2.575 0.125 -2.275 0.0420
```

## Properties
calculated total energy	-323.3535	hartree
HOMO	-10.63	eV
energy relative to the best compared isomer or geometry (same formula, charge and spin)	104.3	kcal per mole
LUMO	0.696	eV
max |F|	1.4	eV/Å

---

A structure of composition C10H8F18O20S6V. Source: the Open Molecules 2025 dataset; level of theory: wB97M-V/def2-TZVPD.

Geometry as XYZ:
```
63
Properties=species:S:1:pos:R:3:lowdin_spin:R:1
O 43.987 -3.009 13.211 -0.2413
V 45.546 -2.985 12.896 1.1605
C 47.528 -6.789 13.628 -0.0001
F 46.962 -7.247 12.556 0.0001
F 48.130 -7.793 14.271 0.0000
F 48.435 -5.878 13.309 0.0000
S 46.102 -6.046 14.730 0.0015
O 45.710 -4.862 13.915 0.0074
O 45.121 -7.145 14.843 -0.0003
O 46.756 -5.626 16.007 0.0021
C 42.983 -0.954 9.661 0.0002
F 42.664 -0.673 8.348 0.0001
F 42.762 0.035 10.486 0.0000
F 42.261 -1.969 10.190 -0.0001
S 44.964 -1.326 9.764 0.0022
O 45.357 -2.465 8.897 0.0003
O 45.539 -0.066 9.426 0.0022
O 45.262 -1.795 11.096 0.0108
C 49.290 -1.654 15.208 0.0016
F 49.242 -1.285 13.950 0.0001
F 50.070 -2.701 15.461 0.0003
F 49.695 -0.680 15.993 0.0004
S 47.492 -2.230 15.791 0.0028
O 47.612 -3.353 16.712 -0.0008
O 46.929 -1.083 16.465 0.0010
O 46.741 -2.573 14.595 0.0115
C 43.410 -2.389 18.357 0.0000
F 43.982 -1.185 18.165 0.0000
F 43.473 -2.586 19.667 0.0000
F 42.083 -2.264 17.997 0.0000
S 44.284 -3.708 17.361 0.0000
O 45.569 -4.128 18.007 -0.0001
O 43.417 -4.862 17.437 0.0000
O 44.521 -3.211 16.020 -0.0006
C 50.141 -3.417 11.466 0.0001
F 50.366 -4.058 12.581 0.0000
F 50.490 -2.114 11.566 0.0000
F 50.895 -3.941 10.565 0.0000
S 48.281 -3.467 10.848 0.0008
O 48.042 -4.810 10.431 0.0001
O 47.377 -3.109 11.912 0.0022
O 48.239 -2.657 9.647 0.0001
C 43.435 -6.719 11.073 0.0001
F 43.228 -7.553 10.122 0.0001
F 42.283 -6.266 11.556 0.0000
F 44.199 -7.364 12.022 0.0001
S 44.468 -5.230 10.292 0.0017
O 45.594 -5.848 9.576 -0.0001
O 43.622 -4.482 9.354 0.0011
O 44.992 -4.354 11.395 0.0052
C 45.319 1.335 14.613 0.0009
C 46.665 1.239 14.021 0.0005
C 46.559 0.230 12.918 0.0012
O 45.504 -0.655 13.361 0.0219
C 44.513 0.189 13.920 0.0022
H 44.915 2.323 14.388 0.0002
H 45.176 1.234 15.689 0.0001
H 47.448 0.979 14.733 0.0000
H 46.897 2.246 13.673 0.0001
H 47.527 -0.256 12.795 0.0000
H 46.467 0.731 11.954 -0.0001
H 43.868 -0.388 14.582 -0.0002
H 43.834 0.632 13.191 0.0000
```

## Properties
calculated total energy	-7021.2815	hartree
HOMO (spin up / spin down)	1.65 / 1.65	eV
multiplicity	2
total charge	-4
expectation value of S²	0.788
LUMO (spin up / spin down)	7.929 / 7.928	eV
max |F|	6.4	eV/Å